Record 1
Formula: C52H75N13
Source: the Open Molecules 2025 dataset
Level of theory: ωB97M-V/def2-TZVPD

Summary:
Frontier orbital gap (eV): 7.9
Electronic energy (eV): -74502.9209

The geometry in ORCA input format:
```
! RIJCOSX wB97M-V def2-TZVPD def2/J DEFGRID3
* xyz 0 1
H 2.6197 8.0070 -16.3401
H -0.6257 -0.1328 -6.2910
H -4.9260 2.7522 -9.1202
C 4.5771 -2.6136 -17.0048
N -0.1349 2.9800 -12.9470
H 3.6589 7.6664 -17.7476
H -4.2447 1.9110 -18.3039
H 1.3553 12.0281 -7.8450
H -1.9083 -5.7495 -8.7232
H -0.0501 8.4308 -23.5684
C -0.3035 4.8964 -14.1061
H -6.0832 5.3543 -9.6974
H 0.6718 9.5442 -7.7015
N -0.7037 -2.5513 -11.9675
C -1.2590 11.0695 -14.1189
C -2.4642 7.1345 -8.1687
H 3.6244 12.1763 -9.2743
H 2.9150 6.3693 -16.9138
H -2.0387 5.6537 -6.7132
H -6.8164 -1.4088 -15.9745
C -0.5657 3.4866 -14.1677
H -0.1490 2.0241 -12.6213
C -0.9359 11.8950 -15.3564
C 4.2469 -1.1004 -7.7447
C -5.1892 -4.3666 -14.4999
C 1.0743 1.7479 -4.2702
C 4.5211 0.0515 -9.5932
H -0.4626 5.6923 -14.8185
H 1.9735 2.3460 -4.2800
H -6.3910 5.6765 -11.4458
H 4.2493 7.3088 -14.5872
N -0.3610 15.0242 -13.5738
H -0.4730 11.1628 -16.0180
N -8.9086 4.1223 -9.9069
H -6.7565 -0.6957 -14.2426
H 0.8914 -5.1180 -11.5073
H 2.6744 -0.7680 -15.1661
H -3.6619 -0.2442 -19.5164
H -1.9343 -5.9728 -11.3386
H -5.6591 3.3976 -12.0394
H 6.5744 -2.0456 -16.1751
H -1.8155 12.3805 -15.7790
H -2.1054 6.6868 -9.0837
C 0.5381 3.9557 -12.2449
C -7.7982 4.4729 -10.2433
C -5.2346 -1.9307 -14.7254
C 1.8657 11.2288 -8.3617
H 4.9376 0.8480 -7.6364
H 3.3575 -2.8298 -8.6024
C -2.8774 8.4320 -8.0239
H -4.9787 1.7429 -10.4257
H 4.8628 -3.4165 -17.6682
C 0.0756 1.4098 -3.4322
H 0.9299 12.3879 -14.5155
H -0.1917 -5.6734 -12.6164
N -0.3754 8.6423 -21.5761
C 3.8934 -1.0691 -9.9398
C 3.5449 -1.1598 -15.6710
N 0.7869 1.1042 -5.4880
C 5.6637 8.2876 -15.8399
H 5.9034 8.3918 -16.8981
C -0.1810 -5.0840 -11.6996
C -4.7583 -3.2766 -15.2897
C 3.3322 -2.0026 -16.7198
N -5.5598 -5.2098 -13.8341
C 3.7124 -1.8232 -8.7676
H -7.3922 -2.3118 -14.5723
C 3.2033 10.0465 -9.6675
H 3.5842 -1.3136 -10.9453
H 4.0002 9.6616 -10.2866
H -2.5246 7.2050 -23.6432
C -1.7489 0.4924 -19.9857
H 5.3424 -0.6168 -14.6124
C -6.6773 -1.5586 -14.9038
C -0.8944 0.7402 -4.1558
H -0.7212 -6.7727 -10.4839
C 2.2570 9.1940 -9.0809
H 0.5583 13.3020 -15.8957
C -1.2709 8.0641 -20.6423
C 0.0962 12.9031 -14.9926
H 4.8372 0.9050 -10.1746
H -0.2480 1.9761 -20.1390
H -0.9648 2.7473 -14.8463
C -5.5301 2.5875 -10.0125
C 4.5043 7.1889 -15.6402
H 0.8754 6.0910 -12.6239
C -2.1879 2.5937 -19.1261
N 5.5879 -1.8937 -16.3298
H 1.3692 1.2552 -6.2993
N -3.0426 0.5531 -19.4875
H 0.1087 1.6523 -2.3803
H 0.4341 9.1611 -21.2670
H -1.8849 10.1825 -14.2164
H -1.6951 0.1840 -3.6911
H 4.2877 -1.3486 -6.6944
C -6.4123 4.9343 -10.6478
C -3.0015 7.5419 -6.0032
H -4.4385 3.9852 -10.9517
H 1.0229 3.6898 -11.3171
H -3.4042 7.5792 -5.0017
N -3.2640 8.6940 -6.7387
H 2.0763 8.1315 -9.1503
C 0.4006 5.1661 -12.9163
H -1.1808 8.3007 -19.5924
C -1.0928 -5.7664 -10.6774
H -3.0487 6.8444 -20.9085
H -3.6776 -3.1896 -15.4019
C -1.9678 7.5341 -22.7783
C -5.4949 3.7236 -11.0124
H -1.9450 3.6157 -18.8750
H -4.8230 -1.8138 -13.7228
C 5.2985 9.6867 -15.4139
H 6.5280 7.9779 -15.2522
H -6.5010 2.1962 -9.7086
H -0.4181 -4.7885 -8.8913
C 2.9974 11.3043 -9.1610
C -1.2633 1.7845 -19.8247
C -3.3436 1.7848 -18.8855
C 4.8539 -1.0519 -15.4717
N 1.3697 9.9625 -8.2997
C 3.3808 7.3402 -16.7454
H -5.0738 -3.4091 -16.3246
C -0.1111 14.0616 -14.1662
H -4.6849 -1.1724 -15.2831
H -2.0319 -4.2860 -9.5401
H -1.3188 -0.3090 -20.5680
N 4.6529 0.0878 -8.2373
H -0.4153 11.0275 -13.4302
H 2.4310 -2.3601 -17.1957
C -0.5658 -3.6836 -11.8823
N 5.1065 10.7501 -15.0585
C -0.7870 8.2502 -22.7998
C -2.2467 7.3838 -21.3903
H 5.0458 6.2451 -15.7058
C -2.3885 6.6612 -6.8837
C -1.3325 -5.1087 -9.3909
H -2.0608 11.6255 -13.6330
H -3.7652 9.5373 -6.4984
H -3.1377 9.1262 -8.8093
C -0.3822 0.4705 -5.4289
*
```

Record 2
Formula: C52H78F3O38
Source: the Open Molecules 2025 dataset
Level of theory: ωB97M-V/def2-TZVPD

Summary:
Frontier orbital gap (eV): 7.7
Electronic energy (eV): -141152.1300
Relative energy (zero: lowest compared OMol25 entry of this formula, charge and spin) (kJ/mol): 46.8

The geometry in ORCA input format:
```
! RIJCOSX wB97M-V def2-TZVPD def2/J DEFGRID3
* xyz -1 1
H -2.0871 3.7286 0.8285
C -0.8424 3.1537 4.7317
O -3.7720 -2.4775 -3.6282
H 2.8789 2.2294 7.7778
C 0.3138 -5.9000 -5.6625
H 6.5093 -4.2334 4.2502
H -4.3579 3.7754 -5.3994
O 0.5463 1.4162 -0.2921
H 4.3274 -1.2153 -0.3240
C -3.6377 -0.2361 2.6111
O 3.7764 -4.8216 -2.9159
H 4.0396 3.6908 6.0942
C 3.3331 -4.9675 2.0443
O -5.5677 -0.6023 1.4453
H -0.8018 1.4919 -2.6303
H -5.1657 -1.2563 -2.6798
C 4.2342 -3.2083 -1.2979
C 2.3357 2.7935 7.0161
H 1.0463 1.3921 -2.6882
O -6.3606 -2.2726 2.7165
C 3.6445 -1.8780 -0.8556
H -2.3700 4.5188 -2.1832
H -0.6506 -0.1968 -0.8356
H 0.8674 -4.0180 -6.4839
C -1.2786 -1.4661 4.5132
C -0.9264 -5.2649 -1.5063
H -2.8211 4.6756 -5.2371
O 0.1652 -3.1937 4.9200
C -4.3035 0.0676 1.2830
H -0.1524 3.7399 2.6978
C 3.7578 3.1300 -2.4815
H -5.3848 2.0335 1.5167
H 0.1503 -0.4329 6.8333
O 3.0071 -5.8596 1.3279
H 1.8571 3.8038 -1.7698
H -3.0015 -3.9271 0.9804
C -2.6525 2.5971 -6.0313
H -0.0298 0.0666 -3.2604
C -5.5016 -1.4859 2.4605
O -1.9482 -4.4159 -1.3459
H -1.8491 3.7713 2.9357
C -0.9048 3.9965 3.4387
H 2.8986 -2.1562 -0.1095
H 4.8599 -3.6403 -0.5131
C -1.9659 2.1456 4.8656
F 0.8734 -1.2012 1.1987
O 0.3931 -2.4143 -2.8637
O 2.2256 4.7484 2.9048
H -3.3318 3.4367 -4.1116
H -0.1889 4.3195 -1.1555
C 4.5220 5.2038 -1.9002
H 1.0726 2.1067 1.3812
H -3.7456 -0.3393 0.4373
O -0.9515 -6.2125 -2.2305
O 5.0710 -3.0754 -2.4681
H -3.3627 1.7845 -6.1837
H -1.8390 -4.5440 -5.2619
H -0.1319 -6.2834 -6.5856
H 5.2539 1.6658 -2.8239
H -3.6723 2.0738 1.0876
C -0.4506 -2.1091 5.6199
O -4.3921 -4.1270 -5.0696
H 1.1604 -0.6822 5.4209
H -4.8940 1.6777 -0.0786
C -2.6859 3.8626 -1.3648
H 3.1459 2.9957 -3.3748
O 4.2664 -5.0383 2.9843
O 0.8230 -3.9505 -4.4039
O 3.4675 4.9910 -1.1113
H 4.0352 -3.9642 4.7150
H -2.6874 3.1900 -8.1635
H -3.6662 0.5906 3.3244
C 2.8659 3.7304 -1.3708
O -1.0019 -2.7729 -4.5957
H -0.9832 -2.6729 6.3954
C 0.0936 0.8776 -2.5427
C 0.2614 0.3237 -1.1578
O 4.7685 4.1286 -2.6635
C -0.5170 1.8592 -6.2980
F 1.5293 -0.0477 2.9598
O -1.7637 7.6874 0.6215
H -1.7968 1.2495 4.2643
H 4.6963 1.6006 -1.1837
H 5.9873 -2.5075 4.3091
O -4.3443 -1.3632 3.1221
C -1.5704 -3.2975 -0.5596
C 3.1491 -4.1665 -1.8081
C -3.1804 -0.3723 -2.7249
C 3.3265 2.0625 4.7411
O -0.9427 5.3506 3.8741
C 4.4194 -3.8221 3.6986
C -1.1381 -3.7817 -5.6004
O -0.4263 6.0130 0.0536
H -3.4140 0.6956 -2.6879
C 0.4962 1.1893 1.1522
H -2.1375 1.7881 5.8828
H 2.7580 -2.3286 3.4449
H -2.2103 -1.0200 4.8570
O 2.8600 -3.7030 1.9770
O -0.9517 6.4005 5.8685
H -0.1337 -3.7632 1.0407
H 6.3162 -3.3506 2.8094
C -2.0129 3.1679 -7.3069
O -1.4334 2.2399 -5.3856
C 1.3679 -0.0073 1.6012
O -4.9324 -1.9771 -5.4219
H -2.2622 -0.4977 -3.3012
H 1.3196 -1.8164 6.7424
H -2.3380 2.8887 -1.7201
C 3.5391 -2.8626 2.9039
H -2.5633 -0.3685 2.4537
C -4.6910 -0.7296 -4.7562
C 3.1250 3.1688 5.8054
C 2.5554 3.9794 3.7527
C 5.8743 -3.4688 3.8057
H 2.8725 3.2125 -0.4127
H 0.5664 -2.9381 -0.3292
O 0.0872 -4.9379 -0.6813
C 0.1014 -2.9491 -3.8979
H 1.4198 2.2160 6.8673
O -0.4992 -4.5535 3.2425
H 2.8937 -4.8474 -0.9972
C -0.5038 4.6139 -0.1522
H 1.0811 -0.3993 -1.1079
H 0.1315 2.6971 4.9167
H 2.2632 -3.6095 -2.1146
C 4.3561 1.7657 -2.2073
C 0.6004 -1.1991 6.2018
C -0.9744 5.3984 5.2133
F 2.6198 0.0406 1.0608
O -2.5923 5.6297 0.1470
C 0.2708 -4.3773 -5.6403
H 3.2341 -1.3390 -1.7071
O -1.0859 4.1701 5.6956
O 5.4441 -4.3035 -4.3098
C 4.8154 -4.1018 -3.3117
C -0.5911 -3.5408 3.8602
H 3.6993 0.9508 -2.5080
C -4.3544 -2.9848 -4.7367
H 0.0367 3.9857 0.5507
C -4.3168 -1.1848 -3.3606
O -0.8589 2.3686 -7.5225
C -0.1673 -3.6903 -0.0454
C -2.0324 4.3255 -0.0816
H 1.3368 -6.2705 -5.6413
O 2.4084 4.1651 5.0574
H -3.6399 -2.8082 0.0622
H -2.9325 -0.6562 -1.7024
C -1.6175 6.5376 0.3350
O -0.7593 1.3067 1.5852
C -4.6044 1.5110 0.9621
H -5.6341 -0.1859 -4.7011
H 2.6189 1.2544 4.9061
H -1.4916 -2.4086 -1.1893
H 2.0076 3.7019 7.5284
H -2.9169 2.5355 4.4969
H -3.7750 3.8830 -1.3879
H 4.3738 1.7698 4.7582
H -0.7118 -0.6995 3.9774
O 0.4861 1.2701 -6.0781
C -2.6403 -3.0274 0.4643
H -1.6993 4.2040 -7.1569
H -0.2785 -6.3276 -4.8525
H -2.4200 -2.2797 1.2229
O 3.1004 2.7594 3.5180
H -1.3874 -3.3242 -6.5536
O 5.1287 6.2287 -1.9243
O -1.4589 -2.5382 3.5820
C -3.2915 3.6978 -5.1709
H -3.9497 -0.1346 -5.2872
H 4.1413 -2.0834 2.4249
*
```

What is the frontier orbital gap in the first record? 7.9 eV

What is the electronic energy in the first record? -74502.9209 eV

Among the records above, which one has the lowest electronic energy? C52H78F3O38

The highest electronic energy belongs to which entry? C52H75N13